# 1
DFT (wB97M-V/def2-TZVPD) results for a molecular structure, C45H51BBrCl2N8O3S3Zr.

```
115
Properties=species:S:1:pos:R:3:forces:R:3:mulliken_charge:R:1
Zr 2.828445 2.176603 0.580905 -1.2 -0.6 0.4 -0.29
C -0.698017 3.181518 -3.487795 0.3 -0.9 0.2 -1.60
C -1.200700 2.284916 -2.352618 -1.6 0.5 -0.6 -0.58
C -2.543577 2.186717 -2.049552 0.2 0.8 -1.3 -0.87
C -3.002927 1.381686 -0.991657 0.2 -0.6 1.4 0.24
N -2.202077 0.582307 -0.316836 0.2 0.3 -1.8 0.04
N -0.917319 0.520484 -0.779140 0.1 1.1 0.9 1.06
B -0.152459 -0.682316 -0.274938 1.5 0.8 0.9 -0.84
N 0.619420 -1.363989 -1.377775 -0.1 0.8 -0.1 0.28
N -0.283782 -1.673396 -2.351856 1.5 -1.2 -0.1 0.11
C 0.157343 -2.491175 -3.284651 -1.3 1.1 0.5 -0.04
C 1.466797 -2.996558 -3.262155 1.4 -0.6 -0.1 -0.63
C 2.417453 -2.536629 -2.383295 -0.5 -0.5 -0.7 -0.15
C 3.847699 -3.050922 -2.426018 0.0 0.5 0.2 -1.56
C 1.948806 -1.548182 -1.443420 1.1 -0.1 0.6 0.91
S 3.110057 -0.752761 -0.468286 0.0 -0.2 -0.5 -0.24
C -0.843507 -2.796117 -4.377512 0.4 0.1 -0.5 2.22
C -0.199123 -2.423885 -5.741759 -0.2 0.1 -0.1 -1.68
C -2.100966 -1.956604 -4.150609 -0.7 0.1 0.2 -1.55
C -1.144270 -4.298346 -4.350592 -0.5 -0.5 0.0 -1.54
N -1.024706 -1.592427 0.529381 -1.6 -2.0 0.7 0.43
N -2.086544 -2.294191 0.095998 0.5 0.2 1.3 -0.56
C -2.653954 -3.036843 1.036736 0.0 0.7 -1.5 0.26
C -2.208332 -3.049741 2.369162 0.2 -0.3 1.5 -0.09
C -1.092228 -2.360460 2.799940 -0.5 -0.6 0.5 -0.72
C -0.491333 -2.252951 4.202525 -0.3 0.0 -0.5 -1.55
C -0.487658 -1.665463 1.756902 0.8 1.3 -1.2 0.36
S 0.957375 -0.715878 1.588468 -1.2 -0.5 -0.4 0.31
C -3.825454 -3.884114 0.591524 0.0 -0.5 1.0 1.99
C -4.142547 -3.670824 -0.869839 -0.1 0.2 -0.9 -1.07
C -5.047383 -3.566149 1.472353 -0.7 0.1 0.0 -1.35
C -3.411098 -5.349819 0.848217 0.0 -0.7 -0.4 -1.71
C -0.351151 1.477302 -1.564244 1.6 -0.5 -0.1 1.44
S 1.363046 1.641189 -1.751580 -1.0 -0.2 0.0 -0.40
C -4.441927 1.436803 -0.499046 0.1 -0.3 -0.4 2.33
C -5.331890 0.951127 -1.647559 -0.2 -0.2 -0.8 -1.59
C -4.766104 2.894125 -0.180155 -0.3 0.7 0.1 -1.52
C -4.607194 0.521585 0.711061 -0.1 -0.7 0.3 -1.37
H -1.538362 3.551459 -4.098201 0.3 -0.1 0.4 0.46
H 0.002035 2.602037 -4.139560 -0.6 0.4 0.5 0.31
H -0.097740 4.006050 -3.087948 -0.2 -0.1 0.0 0.29
H -3.278142 2.775413 -2.645965 0.7 -0.5 0.6 0.29
H 1.762657 -3.768667 -3.989615 -0.2 0.5 0.3 0.33
H 3.974389 -3.852937 -3.172738 -0.2 0.4 0.3 0.40
H 4.155437 -3.429109 -1.439449 -0.2 0.1 -0.2 0.29
H 4.545857 -2.214167 -2.636735 -0.4 -0.5 0.0 0.33
H 0.155270 -1.378330 -5.770072 -0.3 -0.3 0.1 0.32
H -0.959367 -2.553874 -6.535049 0.4 0.0 0.3 0.43
H 0.674217 -3.049578 -5.974884 -0.3 0.0 0.0 0.36
H -1.877848 -0.883965 -4.284419 -0.1 -0.4 0.0 0.24
H -2.484458 -2.080629 -3.117259 0.2 0.0 -0.6 0.02
H -2.920694 -2.230310 -4.844737 0.6 0.0 0.2 0.47
H -0.251996 -4.899578 -4.571723 -0.2 0.2 0.0 0.36
H -1.928156 -4.551088 -5.093812 0.5 0.1 0.3 0.44
H -1.514642 -4.625700 -3.361294 0.1 0.2 -0.4 0.21
H -2.794195 -3.658283 3.073621 0.4 0.4 -0.2 0.39
H -1.093187 -2.760064 4.965154 0.1 0.1 -0.3 0.41
H -0.403519 -1.182470 4.457853 -0.1 -0.4 -0.1 0.29
H 0.530713 -2.663762 4.219609 -0.4 0.1 -0.1 0.33
H -4.342733 -2.604968 -1.088651 0.0 -0.5 0.1 -0.11
H -5.021579 -4.262616 -1.194593 0.5 0.2 0.3 0.53
H -3.278212 -3.960848 -1.491836 -0.4 0.1 0.2 0.04
H -5.378094 -2.511950 1.369374 0.3 -0.5 0.0 0.13
H -4.877075 -3.773145 2.545980 0.0 0.1 -0.5 0.36
H -5.902172 -4.195134 1.153118 0.4 0.2 0.2 0.46
H -2.443122 -5.608847 0.378998 -0.4 0.3 0.0 0.31
H -4.178912 -6.023174 0.413001 0.4 0.3 0.4 0.46
H -3.293059 -5.581426 1.918807 -0.2 0.1 -0.3 0.34
H -5.187534 1.577709 -2.550378 -0.2 -0.2 0.4 0.33
H -6.401504 0.993553 -1.382269 0.4 0.0 0.0 0.46
H -5.087133 -0.086387 -1.956495 -0.1 0.5 0.3 0.17
H -4.756872 3.516482 -1.105744 0.0 -0.4 0.7 0.33
H -4.032674 3.330556 0.518008 -0.2 -0.2 -0.2 0.21
H -5.768501 2.991652 0.280893 0.5 -0.1 -0.3 0.44
H -4.361923 -0.542960 0.475013 -0.1 0.9 0.0 -0.26
H -5.637733 0.525673 1.075782 0.0 0.2 -0.2 0.64
H -3.969262 0.829247 1.544727 0.0 0.0 -0.1 0.07
Cl -2.538164 4.822622 5.082093 -1.4 1.0 1.4 -0.24
C -1.530700 4.065479 3.990352 1.4 -0.3 -0.7 0.15
C -2.113612 3.351667 2.929650 0.5 0.3 0.3 -0.82
C -1.265038 2.748501 2.026374 0.1 -0.5 0.2 0.19
C 0.141096 2.756236 2.228197 0.8 0.6 0.6 -0.16
O 0.917779 2.077214 1.424806 0.6 0.3 -0.5 1.34
C 0.740689 3.533125 3.316263 -2.1 0.1 -1.2 0.42
C 2.129393 3.674914 3.522155 2.5 -1.2 -0.9 -0.47
N 3.071005 3.063536 2.794920 -2.3 0.5 0.4 0.73
C 4.400350 2.920950 3.203344 1.1 1.9 -0.2 -1.00
C 5.187029 3.994814 3.671020 -1.1 -1.1 -0.5 -0.32
C 6.554019 3.805852 3.916739 0.3 -0.9 -0.2 -0.98
C 7.129653 2.577099 3.641298 0.0 0.0 0.1 -0.62
C 6.366722 1.489614 3.098308 0.2 0.0 0.6 0.36
C 6.861109 0.179490 2.851002 0.0 -0.4 -0.4 -0.67
C 6.012532 -0.801005 2.346224 1.5 -0.1 0.9 -1.15
C 4.691020 -0.495043 2.097562 -1.3 1.4 -1.0 -0.05
N 4.240467 0.779994 2.084742 0.3 -0.5 1.8 0.47
C 4.999724 1.690794 2.828424 -0.1 0.0 -0.9 1.15
C -0.155402 4.225806 4.168226 -0.8 -0.8 -0.6 -1.50
H -3.216365 3.323821 2.868592 0.8 -0.1 -0.1 0.45
H -1.687129 2.182922 1.193219 0.4 0.2 0.3 0.22
H 2.438416 4.300148 4.376924 0.0 -0.5 -0.2 0.38
H 4.730675 4.985152 3.722154 0.1 -0.3 0.3 0.48
H 7.164742 4.607092 4.325333 -0.1 -0.1 -0.2 0.40
H 8.200009 2.444143 3.823344 -0.4 -0.1 0.0 0.40
H 7.898902 -0.079228 3.090826 -0.4 0.3 -0.2 0.44
H 6.382285 -1.809349 2.114888 -0.2 0.5 0.4 0.41
H 3.961145 -1.269319 1.840011 0.4 0.4 -0.3 0.54
H 0.163668 4.838977 5.006399 0.2 -0.1 -0.2 0.44
Cl 7.232795 4.170281 -0.861306 0.7 0.2 0.2 -0.17
C 5.699610 3.853965 -1.652535 0.5 0.4 -0.8 -0.61
C 4.872484 3.022649 -0.771666 -1.7 -2.1 1.3 0.87
O 4.782688 3.188754 0.511340 0.2 0.1 -1.8 -0.22
O 4.162085 2.065542 -1.275929 0.6 1.5 0.9 -0.46
H 5.881829 3.340545 -2.602802 -0.1 0.1 0.3 0.36
H 5.223648 4.814899 -1.861021 -0.2 -0.2 0.2 0.26
Br 2.070499 4.564832 -0.126267 0.1 0.1 0.1 -0.43
```
Positions in Å, forces in eV/Å.

## Properties
Total charge: +1
HOMO-LUMO gap: 6.800 eV

# 2
DFT (wB97M-V/def2-TZVPD) results for a single C4H3NO3 molecule.

```
11
Properties=species:S:1:pos:R:3:forces:R:3:mulliken_charge:R:1
O 2.174076 0.952075 1.698830 1.0 -0.2 2.2 -0.47
C 1.312350 0.577705 1.001168 -1.8 0.1 -4.0 0.45
C 0.114212 -0.314399 1.242687 -0.1 1.3 2.2 -0.21
C -0.880525 -0.550947 0.355546 2.2 1.5 1.6 -0.46
C -0.500797 -0.177705 -0.975002 -1.8 -1.9 -0.6 0.84
O -1.251279 -0.736056 -1.960942 -1.2 -0.9 3.0 -0.46
N 0.482267 0.472923 -1.359544 3.0 3.4 1.4 -0.47
O 1.228082 1.239742 -0.220128 -1.3 -2.3 -1.9 -0.24
H 0.096379 -0.278156 2.366029 -0.9 -1.1 -1.1 0.31
H -1.899208 -0.749113 0.587840 -0.4 -0.7 0.2 0.38
H -0.875558 -0.436069 -2.736484 1.1 1.0 -3.1 0.34
```
Positions in Å, forces in eV/Å.

## Properties
ΔE to the lowest compared entry with this formula, charge and spin: 332.4 kJ/mol
Total charge: 0
HOMO-LUMO gap: 9.652 eV
Structure (SMILES): O=c1ccc(O)no1

# 3
DFT (wB97M-V/def2-TZVPD) results for 3 unconnected molecules or ions with the total composition C3H14N2O3.

```
22
Properties=species:S:1:pos:R:3:forces:R:3:mulliken_charge:R:1
N -1.518652 0.861726 -1.303788 -1.6 1.3 1.2 -0.66
C -0.229552 1.415843 -1.667319 0.2 -3.3 -1.7 -0.64
C 0.941931 0.579914 -1.068106 -3.5 -2.6 2.6 -0.31
N 0.518739 -0.910039 -1.040323 1.9 1.5 0.5 -0.28
C 1.270144 -1.833959 -0.055567 -2.3 0.4 -2.3 -0.32
O 0.425398 -1.959083 1.093208 -0.3 0.6 0.5 -0.53
H -1.776507 -0.119988 -1.496637 1.1 1.1 0.0 0.28
H -1.679780 1.033246 -0.296310 0.1 -0.3 -1.2 0.33
H -0.100427 2.445495 -1.316861 -0.4 -0.1 -0.7 0.33
H -0.159569 1.173801 -2.831665 0.2 1.5 2.1 0.31
H 1.764442 0.803350 -1.634514 2.6 0.2 -1.1 0.37
H 1.064191 0.755803 0.038460 0.3 0.5 -1.3 0.15
H 0.061034 -1.150246 -1.923168 0.8 -0.8 0.7 0.25
H 1.315544 -2.927789 -0.546909 0.5 2.6 1.2 0.26
H 2.260148 -1.314894 0.214108 -1.3 -1.2 -0.5 0.27
H -0.327267 -1.275877 1.157364 1.7 -1.1 -1.0 0.39
O -1.569731 0.159831 1.365007 -1.5 -0.9 -0.8 -0.59
H -2.483355 -0.122813 1.430390 -0.7 -0.3 -1.0 0.25
H -1.437095 0.208008 2.283027 1.4 0.8 2.2 0.29
O 0.395711 0.968394 2.568836 -2.4 4.4 1.1 -0.70
H 0.692519 0.532512 3.298458 1.9 -2.4 2.2 0.26
H 0.572132 0.676765 1.732311 1.2 -1.9 -2.6 0.29
```
Positions in Å, forces in eV/Å.

## Properties
ΔE to the lowest compared entry with this formula, charge and spin: 306.1 kJ/mol
Total charge: 0
HOMO-LUMO gap: 8.912 eV
Structure (SMILES): NCCNCO.O.O

# 4
DFT (wB97M-V/def2-TZVPD) results for a single C6H7N molecule.

```
14
Properties=species:S:1:pos:R:3:forces:R:3:mulliken_charge:R:1
C 2.118911 0.796248 1.207188 0.5 -0.3 0.3 -0.72
C 1.518909 -0.216505 0.597684 -1.0 -0.1 0.5 -0.27
C 0.143580 -0.216234 0.065538 0.6 0.1 -0.6 0.58
C -0.190799 -0.758959 -1.218126 -0.1 0.3 0.0 -0.53
C -1.515932 -0.524677 -1.427368 0.0 -0.5 0.0 -0.46
N -2.019962 0.101391 -0.321347 0.0 0.0 -0.8 0.00
C -0.998902 0.348318 0.556204 -0.6 0.0 0.6 -0.74
H 3.151912 0.666209 1.505391 0.0 0.0 0.2 0.25
H 1.650650 1.725243 1.507976 -0.1 0.1 -0.5 0.27
H 1.986038 -1.197725 0.572030 0.4 0.3 -0.4 0.29
H 0.462932 -1.144965 -1.981891 0.2 -0.3 0.2 0.37
H -2.122719 -0.876696 -2.246211 -0.2 0.3 0.0 0.37
H -2.961725 0.444171 -0.298715 0.0 0.1 0.4 0.20
H -1.222895 0.854180 1.481646 0.2 0.0 0.0 0.40
```
Positions in Å, forces in eV/Å.

## Properties
ΔE to the lowest compared entry with this formula, charge and spin: 102.8 kJ/mol
Total charge: 0
HOMO-LUMO gap: 9.260 eV
Structure (SMILES): C=Cc1cc[nH]c1

# 5
DFT (wB97M-V/def2-TZVPD) results for a molecular structure, C20H27BIrN10PS2.

```
62
Properties=species:S:1:pos:R:3:forces:R:3:lowdin_spin:R:1
Ir 0.412499 -0.664264 0.077885 -0.7 -0.2 0.4 2.42
C 1.909701 3.781209 3.164879 1.5 -1.5 1.4 0.00
N 1.048837 3.021496 2.283057 -1.0 0.1 0.3 0.01
C -0.312821 3.105053 2.140191 -0.7 0.4 -1.7 0.00
C -0.663433 2.151732 1.214981 0.3 -0.2 0.5 0.01
N 0.432852 1.385308 0.863895 -0.5 2.1 1.1 0.08
C 1.428846 1.998456 1.527180 0.9 -2.3 -0.7 0.01
P 3.001986 1.136797 1.716414 1.7 0.8 -1.1 0.00
C 2.406152 -0.360636 2.422922 -0.5 -2.4 1.6 0.01
N 1.279202 -1.009283 2.107164 -0.6 1.1 -1.3 0.12
C 1.073535 -1.997759 2.984494 -0.1 -0.4 0.3 0.02
C 2.080746 -2.063136 3.868989 3.0 -0.1 1.4 0.00
N 2.957642 -1.025312 3.485481 -1.3 0.3 -0.1 0.01
C 4.205521 -0.721322 4.156299 1.8 0.1 -0.9 0.00
C 3.229244 0.453159 0.000399 -2.1 -0.7 1.0 0.02
N 2.413222 -0.484848 -0.540832 0.0 0.2 0.9 0.14
C 2.998954 -0.923236 -1.660792 -0.1 -1.1 -2.7 0.02
C 4.145608 -0.255423 -1.889411 1.3 1.5 0.1 0.01
N 4.230500 0.617845 -0.805469 2.7 1.2 -1.3 0.02
C 5.217578 1.728676 -0.736483 0.0 -1.2 1.1 0.00
H 2.898249 3.292608 3.184877 -0.2 0.4 -0.7 0.00
H 2.021622 4.793621 2.890545 -0.1 1.1 -0.4 0.00
H 1.704302 3.660865 4.235886 -1.0 0.3 -0.4 0.00
H -0.965771 3.951144 2.337302 0.6 -0.1 0.8 0.00
H -1.643195 2.007146 0.819390 -0.3 -0.2 -0.2 0.00
H 0.193055 -2.556272 3.012694 -1.1 -0.9 -0.3 0.00
H 2.394906 -2.804779 4.704481 -0.9 1.6 -1.7 0.00
H 4.086324 -1.092646 5.152079 0.4 -0.3 0.6 0.00
H 5.044522 -1.270758 3.591679 -1.1 0.9 1.1 0.00
H 4.459115 0.373474 4.247236 -0.6 -1.1 -0.5 0.00
H 2.590949 -1.611642 -2.418668 -0.1 0.2 1.0 0.00
H 4.895366 -0.177328 -2.723366 -1.1 -0.4 1.1 0.00
H 5.811505 1.665845 -1.616295 0.5 0.2 -0.5 0.00
H 4.708314 2.647345 -0.652584 -0.8 1.1 -0.4 0.00
H 5.824928 1.697526 0.168974 0.2 -0.6 -0.2 0.00
C -1.155369 -3.865017 -4.110794 0.3 0.4 1.1 0.00
N -1.608005 -2.489529 -3.728323 0.6 -1.1 0.5 0.06
C -2.376375 -1.710796 -4.512077 0.5 -0.1 0.5 0.08
C -2.471322 -0.489902 -3.890165 -0.1 0.5 1.3 0.11
N -1.806044 -0.597449 -2.678713 0.1 0.9 -0.7 0.05
B -1.860804 0.576827 -1.645932 -1.2 -1.1 0.7 0.08
N -3.398895 0.545128 -1.133186 0.6 -1.6 0.0 0.10
C -4.289216 1.485618 -1.364476 -0.6 0.7 0.4 0.15
C -5.493614 1.143493 -0.786709 -2.5 0.1 0.7 0.17
N -5.371582 -0.114904 -0.294137 0.2 -0.2 0.3 0.07
C -6.433571 -0.914230 0.418635 0.2 0.7 0.7 0.00
C -4.060704 -0.528725 -0.473088 0.5 0.6 0.1 0.02
S -3.429266 -1.932987 0.159191 -0.1 0.6 -0.4 0.52
C -1.229317 -1.804087 -2.584632 -0.6 -0.5 -0.8 0.03
S -0.293897 -2.464291 -1.319896 0.1 0.2 -0.1 0.54
H -1.163109 -3.977369 -5.180875 0.0 0.2 -0.3 0.00
H -1.757008 -4.656541 -3.654195 -0.1 0.4 0.0 0.00
H -0.138757 -3.944809 -3.720680 -0.1 -0.2 -0.3 0.00
H -2.735801 -2.159975 -5.409475 -0.4 0.4 -0.6 0.00
H -2.997988 0.450842 -4.103772 0.3 -0.8 -0.2 0.00
H -1.247631 0.393717 -0.596353 0.2 -0.4 -0.4 0.05
H -1.553658 1.580001 -2.157392 -0.2 0.6 -0.2 0.00
H -4.103470 2.407291 -1.861701 0.4 0.4 -0.3 0.01
H -6.438138 1.785035 -0.661506 1.6 -1.3 -0.4 0.01
H -6.149817 -1.225336 1.439171 0.7 -0.1 -0.7 0.00
H -6.801404 -1.792959 -0.150453 0.3 0.9 0.1 0.00
H -7.155800 -0.149703 0.686059 -0.7 -0.3 -0.7 0.00
```
Positions in Å, forces in eV/Å.

## Properties
⟨S²⟩: 8.80
Total charge: +3
HOMO-LUMO gap (alpha / beta): 8.581 / 5.526 eV
Multiplicity: 6

# 6
DFT (wB97M-V/def2-TZVPD) results for a single C9H15BrO3 molecule.

```
28
Properties=species:S:1:pos:R:3:forces:R:3:mulliken_charge:R:1
C -2.075783 2.398953 2.221307 -0.3 -0.4 -0.5 -0.05
C -2.631318 1.762301 1.331334 1.0 1.1 -1.1 -0.39
C -2.952946 1.222037 -0.122672 0.0 0.3 1.4 -0.51
C -1.730656 0.334533 -0.663102 -1.2 -1.1 0.8 -0.06
O -1.161490 0.802055 -1.902029 0.9 0.8 1.5 -0.41
C 0.058149 1.514767 -1.726714 1.0 -0.9 -1.3 -0.31
Br -0.087847 3.141293 -0.596953 0.1 -0.6 -0.5 -0.13
C 1.288488 0.577863 -1.274031 -0.1 1.0 -0.4 -0.33
O 1.519496 0.631674 0.137367 0.1 -1.0 -0.3 -0.24
C 2.493849 -0.328657 0.567531 1.0 -1.5 0.2 -0.52
C 2.013310 -1.854071 0.437301 -0.3 0.6 -1.3 -0.66
C 0.490917 -2.081434 0.809832 0.1 -0.7 -0.3 0.01
O 0.369912 -3.457215 1.292770 -0.4 0.7 -0.4 -0.57
H -1.515217 2.999014 2.988231 -1.2 -1.2 -1.2 0.33
H -3.166092 2.081880 -0.838779 0.4 -1.0 1.1 0.27
H -3.899097 0.605863 -0.051473 1.1 0.6 -0.2 0.31
H -0.994459 0.201592 0.181045 -0.5 0.4 -1.2 0.03
H -2.146238 -0.707454 -0.881877 0.6 1.4 0.1 0.29
H 0.350643 1.888687 -2.762613 -0.7 -0.4 1.4 0.41
H 2.214347 0.979915 -1.804818 -1.0 -0.5 0.5 0.39
H 1.064849 -0.451834 -1.683856 0.2 1.0 0.6 0.21
H 2.821743 -0.160117 1.640540 -0.9 0.3 -1.3 0.31
H 3.444017 -0.245465 -0.060052 -1.1 0.1 0.7 0.33
H 2.716746 -2.581807 0.957540 -1.1 1.1 -0.3 0.39
H 2.107920 -2.101829 -0.675782 -0.1 0.1 1.5 0.23
H -0.154929 -2.035658 -0.126809 0.9 0.4 1.1 0.09
H 0.075407 -1.361314 1.575240 0.7 -0.6 -0.7 0.23
H -0.513720 -3.775572 1.031521 0.6 0.2 0.3 0.34
```
Positions in Å, forces in eV/Å.

## Properties
Total charge: 0
HOMO-LUMO gap: 10.215 eV
Structure (SMILES): C#CCCO[C@@H](Br)COCCCO

Number 1: energy -7170.09939 a.u.. Number 2: energy -434.60072 a.u.. Number 3: energy -457.82253 a.u.. Number 4: energy -287.54809 a.u.. Number 5: energy -2591.82893 a.u.. Number 6: energy -3151.49729 a.u..